No. 1
DFT (wB97M-V/def2-TZVPD) results for 2 unconnected molecules or ions with the total composition C5H9NO.

Computed properties:
- M (u) = 99.1
- ΔE to the lowest compared entry with this formula, charge and spin (eV) = 0.888
- SMILES = CC(C)=O.CC#N
- HOMO (eV) = -9.7

Structure (XYZ):
```
16
Properties=species:S:1:pos:R:3:nbo_charge:R:1
C 1.33 1.43 -0.80 -0.7299
C 0.04 1.17 -0.05 0.6209
C 0.13 1.18 1.46 -0.7316
O -1.00 0.93 -0.63 -0.5823
H 1.79 2.37 -0.47 0.2262
H 1.14 1.46 -1.87 0.2328
H 2.04 0.62 -0.58 0.2530
H 0.74 0.32 1.78 0.2526
H -0.87 1.10 1.89 0.2308
H 0.63 2.09 1.82 0.2266
C -1.36 -2.22 -0.64 -0.7352
C 0.02 -2.05 -0.18 0.3186
N 1.10 -1.89 0.19 -0.3753
H -1.37 -2.78 -1.57 0.2531
H -1.93 -2.77 0.12 0.2518
H -1.80 -1.23 -0.79 0.2879
```

---

No. 2
DFT (wB97M-V/def2-TZVPD) results for a molecular structure, C31H22INPPtS.

Computed properties:
- M (u) = 793.5
- ΔE to the lowest compared entry with this formula, charge and spin (eV) = 0.741
- HOMO (eV) = -10.7
- net charge = +1

Structure (XYZ):
```
58
Properties=species:S:1:pos:R:3:nbo_charge:R:1
Pt 0.03 -0.34 -0.22 0.4486
S 0.60 -2.71 3.49 0.4676
C -0.55 -3.56 2.55 -0.3819
C -0.71 -3.03 1.31 -0.2972
C 0.10 -1.88 1.09 -0.1986
C 0.87 -1.60 2.20 -0.3279
C 1.90 -0.58 2.17 0.2038
C 2.97 -0.52 3.06 -0.2268
C 3.97 0.41 2.86 -0.1201
C 3.87 1.28 1.78 -0.2611
C 2.76 1.19 0.96 0.0656
N 1.80 0.30 1.15 -0.4748
H -1.05 -4.42 2.97 0.2489
H -1.37 -3.46 0.57 0.2389
H 3.01 -1.23 3.88 0.2367
H 4.82 0.45 3.52 0.2359
H 4.64 2.02 1.58 0.2397
H 2.64 1.88 0.13 0.2044
I 0.78 1.37 -2.18 0.3244
C -0.86 2.21 -3.28 -0.1332
C -0.49 3.35 -3.93 -0.2313
C -1.32 3.91 -4.92 -0.1890
C -2.47 3.26 -5.26 -0.1550
C -2.89 2.11 -4.57 -0.0710
C -4.09 1.48 -4.95 -0.1285
C -4.57 0.39 -4.28 -0.2133
C -3.87 -0.07 -3.16 -0.1520
C -2.68 0.49 -2.75 -0.3783
P -2.12 -0.24 -1.16 1.0300
C -2.17 -2.02 -1.64 -0.3650
C -3.20 -2.88 -1.24 -0.1871
C -3.18 -4.21 -1.64 -0.2091
C -2.15 -4.69 -2.43 -0.1968
C -1.12 -3.85 -2.82 -0.1956
C -1.13 -2.52 -2.42 -0.2075
C -3.47 0.00 0.02 -0.3295
C -3.32 -0.62 1.26 -0.1391
C -4.25 -0.41 2.26 -0.2242
C -5.32 0.45 2.04 -0.1767
C -5.45 1.10 0.82 -0.1938
C -4.53 0.88 -0.19 -0.2249
C -2.11 1.57 -3.48 0.0042
H 0.46 3.82 -3.72 0.2337
H -1.01 4.82 -5.42 0.2355
H -3.08 3.62 -6.08 0.2292
H -4.63 1.89 -5.80 0.2278
H -5.48 -0.09 -4.59 0.2356
H -4.29 -0.90 -2.60 0.2339
H -4.00 -2.50 -0.62 0.2165
H -3.98 -4.86 -1.33 0.2245
H -2.15 -5.73 -2.74 0.2275
H -0.31 -4.22 -3.42 0.2266
H -0.33 -1.87 -2.75 0.2192
H -2.46 -1.27 1.43 0.2228
H -4.14 -0.91 3.21 0.2280
H -6.04 0.62 2.83 0.2280
H -6.27 1.79 0.66 0.2265
H -4.65 1.39 -1.14 0.2253
```

---

No. 3
DFT (wB97M-V/def2-TZVPD) results for a molecular structure, C25H16CoN7.

Computed properties:
- M (u) = 473.4
- multiplicity = 2
- ΔE to the lowest compared entry with this formula, charge and spin (eV) = 0.000
- expectation value of S² = 0.760
- HOMO (alpha / beta) (eV) = -11.6 / -11.5
- net charge = +1

Structure (XYZ):
```
49
Properties=species:S:1:pos:R:3:lowdin_spin:R:1
Co -0.01 -1.34 -0.01 1.0271
C 4.20 -1.62 0.01 -0.0001
C 2.86 -1.98 0.01 -0.0003
N 1.89 -1.06 0.00 -0.0026
C 2.28 0.24 0.00 0.0009
C 3.63 0.57 0.00 0.0000
N 4.58 -0.35 0.00 -0.0015
C 1.16 1.20 0.00 0.0007
C 1.20 2.58 0.00 0.0003
C 0.00 3.31 0.00 -0.0023
C -1.20 2.58 -0.01 0.0003
C -1.17 1.20 -0.01 0.0007
N 0.00 0.54 0.00 0.0054
C -2.29 0.25 -0.01 0.0009
C -3.64 0.57 -0.01 0.0000
N -4.58 -0.35 -0.01 -0.0016
C -4.20 -1.62 -0.02 -0.0001
C -2.86 -1.98 -0.02 -0.0003
N -1.89 -1.05 -0.01 -0.0021
C 0.00 4.79 0.00 -0.0001
C -1.18 5.52 0.00 -0.0005
C -1.13 6.91 0.00 0.0001
N 0.00 7.59 0.00 -0.0005
C 1.14 6.90 0.00 0.0001
C 1.19 5.52 0.00 -0.0005
H 4.98 -2.37 0.01 0.0000
H 2.56 -3.02 0.01 0.0002
H 3.95 1.61 0.00 0.0000
H 2.15 3.08 0.00 0.0000
H -2.15 3.08 -0.01 0.0000
H -3.96 1.61 -0.01 0.0000
H -4.97 -2.37 -0.02 0.0000
H -2.55 -3.01 -0.03 0.0003
H -2.16 5.05 0.00 0.0000
H -2.04 7.49 0.00 0.0000
H 2.05 7.49 0.00 0.0000
H 2.16 5.04 -0.01 0.0000
N 0.00 -8.62 0.04 -0.0002
C 0.00 -7.47 0.03 0.0000
C 0.00 -6.04 0.02 -0.0001
C -0.12 -5.33 1.22 -0.0008
C -0.12 -3.94 1.20 -0.0001
C 0.01 -3.23 0.00 -0.0255
C 0.13 -3.96 -1.19 -0.0004
C 0.12 -5.35 -1.19 -0.0008
H -0.22 -5.86 2.15 -0.0002
H -0.21 -3.41 2.14 0.0020
H 0.23 -3.45 -2.14 0.0018
H 0.21 -5.90 -2.11 -0.0002
```

---

No. 4
DFT (wB97M-V/def2-TZVPD) results for C18H20ClNO2 in the gas phase.

Computed properties:
- M (u) = 317.8
- ΔE to the lowest compared entry with this formula, charge and spin (eV) = 0.000
- SMILES = COc1ccc(CCC(=O)NCCc2ccc(Cl)cc2)cc1
- HOMO (eV) = -8.5

Structure (XYZ):
```
42
Properties=species:S:1:pos:R:3:nbo_charge:R:1
C -3.06 -1.88 -1.64 -0.2569
O -2.51 -1.98 -0.35 -0.5140
C -1.16 -1.93 -0.21 0.3798
C -0.68 -2.08 1.09 -0.2757
C 0.67 -2.05 1.34 -0.2065
C 1.59 -1.88 0.31 -0.0591
C 3.06 -1.80 0.60 -0.4086
C 3.45 -0.46 1.25 -0.4819
C 3.24 0.69 0.27 0.6795
O 4.15 1.23 -0.33 -0.6306
N 1.95 1.06 0.14 -0.6357
C 1.51 2.06 -0.80 -0.2128
C 0.48 3.00 -0.16 -0.4268
C -0.81 2.27 0.10 -0.0345
C -1.79 2.21 -0.89 -0.1978
C -2.98 1.55 -0.68 -0.2382
C -3.21 0.93 0.54 -0.0330
Cl -4.71 0.14 0.83 0.0071
C -2.25 0.97 1.54 -0.2412
C -1.06 1.64 1.31 -0.1666
C 1.10 -1.72 -0.98 -0.1843
C -0.26 -1.75 -1.25 -0.3273
H -4.14 -1.94 -1.51 0.2066
H -2.73 -2.70 -2.28 0.1782
H -2.81 -0.92 -2.11 0.1760
H -1.40 -2.23 1.89 0.2250
H 1.03 -2.19 2.35 0.2117
H 3.63 -1.93 -0.32 0.2187
H 3.34 -2.61 1.29 0.2174
H 2.86 -0.30 2.15 0.2088
H 4.51 -0.48 1.51 0.2357
H 1.22 0.51 0.59 0.4108
H 1.08 1.59 -1.68 0.1859
H 2.40 2.62 -1.10 0.2386
H 0.88 3.38 0.78 0.2184
H 0.31 3.84 -0.83 0.2185
H -1.61 2.69 -1.84 0.2138
H -3.74 1.52 -1.45 0.2265
H -2.43 0.48 2.48 0.2278
H -0.32 1.68 2.10 0.2095
H 1.80 -1.58 -1.80 0.2153
H -0.59 -1.63 -2.26 0.2218
```

---

No. 5
DFT (wB97M-V/def2-TZVPD) results for a molecular structure, C28H44N5O3P2S2V.

Computed properties:
- M (u) = 675.7
- multiplicity = 4
- ΔE to the lowest compared entry with this formula, charge and spin (eV) = 1.069
- expectation value of S² = 3.758
- HOMO (alpha / beta) (eV) = -9.8 / -10.9
- net charge = +1

Structure (XYZ):
```
85
Properties=species:S:1:pos:R:3:lowdin_spin:R:1
V -0.22 0.01 0.95 2.8068
C 2.30 -4.10 5.47 0.0002
C 2.15 -3.66 4.03 0.0001
O 1.47 -2.38 4.01 0.0031
P 0.39 -2.04 2.89 0.0113
S -0.34 -0.26 3.40 0.0211
S 1.07 -2.26 1.05 0.0155
O -0.77 -3.16 3.06 0.0014
C -1.51 -3.21 4.30 0.0006
C -2.01 -4.63 4.49 0.0001
H 2.90 -5.01 5.51 0.0001
H 1.33 -4.30 5.91 0.0000
H 2.79 -3.32 6.05 0.0000
H 1.58 -4.39 3.45 -0.0002
H 3.12 -3.52 3.56 0.0000
H -2.34 -2.50 4.24 0.0005
H -0.87 -2.91 5.13 0.0000
H -2.55 -4.96 3.60 0.0000
H -2.70 -4.65 5.34 0.0000
H -1.19 -5.31 4.68 0.0000
N 0.31 0.79 -3.08 0.0002
P -1.30 0.67 -2.55 0.0071
C -2.08 -0.04 -4.07 0.0017
C -3.47 -0.11 -4.12 0.0004
C -4.12 -0.54 -5.26 0.0000
C -3.39 -0.95 -6.37 0.0003
C -2.00 -0.95 -6.31 0.0000
C -1.35 -0.50 -5.17 0.0005
C -1.88 2.42 -2.78 0.0003
C -3.19 2.75 -2.46 0.0002
C -3.65 4.05 -2.61 0.0000
C -2.80 5.04 -3.07 0.0000
C -1.48 4.72 -3.38 0.0000
C -1.02 3.42 -3.23 0.0001
C 1.48 0.46 -2.42 0.0025
C 2.63 0.41 -3.23 0.0001
C 3.84 0.10 -2.66 0.0012
C 3.89 -0.16 -1.30 0.0000
C 2.72 -0.08 -0.58 0.0028
N 1.52 0.22 -1.10 0.0091
H 0.44 1.00 -4.05 0.0000
H -4.06 0.19 -3.26 0.0001
H -5.20 -0.57 -5.29 0.0000
H -3.89 -1.28 -7.27 0.0000
H -1.42 -1.29 -7.16 0.0000
H -0.27 -0.56 -5.14 0.0000
H -3.88 1.99 -2.11 0.0001
H -4.68 4.29 -2.36 0.0000
H -3.15 6.06 -3.19 0.0000
H -0.81 5.49 -3.74 0.0000
H 0.01 3.19 -3.45 0.0000
H 2.55 0.62 -4.29 0.0000
H 4.74 0.04 -3.27 0.0001
H 4.82 -0.42 -0.81 0.0000
H 2.74 -0.26 0.48 0.0012
N -1.80 -1.35 0.44 0.0230
C -3.22 -0.94 0.43 0.0039
C -3.69 -0.40 1.80 0.0017
C -3.85 1.12 1.88 0.0006
C -2.57 1.91 2.16 0.0035
N -1.54 1.74 1.11 0.0212
H -1.55 -1.67 -0.49 0.0050
H -1.71 -2.17 1.03 0.0037
H -3.86 -1.78 0.14 -0.0003
H -3.34 -0.17 -0.33 0.0003
H -2.99 -0.73 2.57 0.0008
H -4.66 -0.85 2.03 0.0001
H -4.53 1.35 2.69 0.0001
H -4.31 1.48 0.95 0.0000
H -2.15 1.58 3.11 0.0001
H -2.84 2.96 2.26 -0.0004
H -0.80 2.42 1.29 0.0043
H -1.94 2.01 0.22 0.0045
C 2.85 3.64 1.04 0.0008
N 2.88 2.77 2.21 0.0073
C 3.85 2.99 3.29 0.0005
C 2.05 1.74 2.26 0.0082
O 1.22 1.51 1.37 0.0206
H 3.63 4.39 1.12 0.0000
H 1.88 4.13 0.96 0.0004
H 3.00 3.05 0.13 0.0002
H 4.36 3.93 3.12 0.0000
H 4.59 2.20 3.32 0.0002
H 3.35 3.04 4.25 0.0002
H 2.13 1.12 3.15 0.0009
```

---

No. 6
DFT (wB97M-V/def2-TZVPD) results for C6H8O2 in the gas phase.

Computed properties:
- M (u) = 112.1
- ΔE to the lowest compared entry with this formula, charge and spin (eV) = 3.181
- SMILES = C=C(O)C(=C)C(C)=O
- HOMO (eV) = -8.8

Structure (XYZ):
```
16
Properties=species:S:1:pos:R:3:nbo_charge:R:1
C 1.14 1.82 0.33 -0.4665
C 1.01 0.73 -0.43 0.2774
O 2.08 0.15 -1.01 -0.6674
C -0.26 -0.03 -0.54 -0.1263
C -0.47 -0.90 -1.59 -0.4575
C -1.33 0.23 0.39 0.6269
C -0.69 -0.91 1.50 -0.7456
O -2.44 0.61 0.41 -0.4683
H 0.30 2.23 0.87 0.2087
H 2.09 2.32 0.42 0.2207
H 1.78 -0.66 -1.45 0.4864
H -1.40 -1.44 -1.66 0.2155
H 0.03 -0.73 -2.53 0.2197
H -0.93 -1.91 1.14 0.2277
H 0.36 -0.81 1.75 0.2276
H -1.27 -0.68 2.39 0.2210
```

---

No. 7
DFT (wB97M-V/def2-TZVPD) results for C3H5NO2 in the gas phase.

Computed properties:
- M (u) = 87.1
- ΔE to the lowest compared entry with this formula, charge and spin (eV) = 1.823
- HOMO (eV) = -9.9

Structure (XYZ):
```
11
Properties=species:S:1:pos:R:3:nbo_charge:R:1
C 0.19 -0.06 1.69 -0.6945
C 0.03 -0.14 0.21 0.6505
O 0.96 -0.65 -0.54 -0.5470
N -0.90 0.33 -0.55 -0.7011
C 0.19 -0.10 -1.91 0.6115
O 0.72 0.79 -2.50 -0.5877
H 0.89 0.76 1.89 0.2541
H 0.63 -0.98 2.09 0.2488
H -0.76 0.15 2.19 0.2299
H -1.68 0.89 -0.23 0.3962
H -0.29 -0.99 -2.33 0.1393
```